No. 1
ORCA calculation (wB97M-V/def2-TZVPD) on a molecular structure, C35H49Ge2N2OPtSi2 at a distorted geometry.

Computed properties:
relative energy (zero: lowest compared OMol25 entry of this formula, charge and spin)	4.519	eV
LUMO energy (alpha / beta)	-7.9 / -9.2	eV
HOMO (alpha / beta)	-13.5 / -13.6	eV
net charge	+2
gap between HOMO and LUMO (alpha / beta)	5.66 / 4.48	eV
multiplicity	2

XYZ file:
```
92
C35H49Ge2N2OPtSi2 wB97M-V/def2-TZVPD
Pt -0.778 -0.637 -0.810
C -1.285 -3.819 -2.948
Si -1.987 -2.506 -1.715
C -3.252 -3.347 -0.521
C -3.150 -1.392 -2.930
C -4.014 -2.139 -3.713
C -4.859 -1.467 -4.581
C -4.823 -0.091 -4.669
C -3.943 0.644 -3.893
C -3.108 -0.031 -3.012
Si -1.941 1.152 -1.906
C -0.853 2.165 -3.138
C -3.231 2.318 -1.067
H -2.007 -4.620 -3.067
H -0.363 -4.267 -2.585
H -1.087 -3.404 -3.933
H -4.052 -3.804 -1.099
H -3.706 -2.659 0.188
H -2.761 -4.132 0.049
H -4.038 -3.214 -3.664
H -5.543 -2.039 -5.189
H -5.482 0.430 -5.345
H -3.914 1.718 -3.980
H -1.488 2.736 -3.809
H -0.213 1.528 -3.744
H -0.219 2.864 -2.601
H -3.752 2.908 -1.814
H -2.754 3.015 -0.383
H -3.981 1.760 -0.514
C 0.332 -4.169 1.917
Ge 1.059 -2.560 2.850
C 1.195 -2.745 4.836
C 2.779 -2.112 1.939
Ge -0.465 -0.650 1.655
C -2.257 -1.169 2.388
C -2.499 -2.225 3.252
C -3.777 -2.467 3.722
C -4.827 -1.654 3.326
C -4.593 -0.595 2.463
C -3.317 -0.366 1.980
C 0.172 1.029 2.559
C 1.264 1.126 3.404
C 1.626 2.353 3.940
C 0.896 3.487 3.625
C -0.204 3.394 2.790
C -0.559 2.171 2.248
H 1.040 -4.979 2.077
H 0.264 -3.971 0.849
H -0.639 -4.487 2.280
H 1.894 -3.560 5.021
H 0.240 -2.997 5.285
H 1.579 -1.844 5.303
H 3.488 -2.903 2.169
H 3.209 -1.167 2.251
H 2.621 -2.092 0.863
H -1.689 -2.864 3.578
H -3.956 -3.287 4.400
H -5.827 -1.851 3.678
H -5.404 0.050 2.162
H -3.137 0.449 1.291
H 1.837 0.244 3.664
H 2.473 2.423 4.604
H 1.187 4.446 4.026
H -0.787 4.272 2.554
H -1.412 2.098 1.587
C 5.985 2.978 0.873
C 5.534 3.420 -0.518
N 4.367 2.688 -0.998
C 3.109 3.388 -1.104
C 2.461 3.604 0.263
C 4.553 1.396 -1.323
O 5.618 0.822 -1.213
C 3.397 0.620 -1.910
C 3.597 0.032 -3.160
C 2.618 -0.802 -3.672
C 1.470 -1.016 -2.929
N 1.289 -0.463 -1.732
C 2.228 0.329 -1.222
H 6.812 3.607 1.187
H 6.330 1.947 0.844
H 5.174 3.069 1.592
H 6.358 3.237 -1.217
H 5.286 4.481 -0.526
H 2.437 2.823 -1.753
H 3.295 4.356 -1.579
H 2.375 2.669 0.810
H 1.466 4.018 0.140
H 3.051 4.294 0.856
H 4.512 0.224 -3.698
H 2.746 -1.291 -4.625
H 0.675 -1.653 -3.295
H 2.034 0.729 -0.234
```

---

No. 2
ORCA calculation (wB97M-V/def2-TZVPD) on a molecular structure, C35H49O6PPdS2.

Computed properties:
relative energy (zero: lowest compared OMol25 entry of this formula, charge and spin)	0.000	eV
LUMO energy	-1.4	eV
HOMO	-8.7	eV
net charge	0
gap between HOMO and LUMO	7.27	eV

XYZ file:
```
94
C35H49O6PPdS2 wB97M-V/def2-TZVPD
Pd 0.245 -0.233 -0.421
C -3.570 4.217 -1.182
C -2.457 3.333 -1.754
C -1.489 4.146 -2.606
C -1.786 2.569 -0.637
C -2.424 1.450 -0.123
C -1.861 0.631 0.844
C -2.648 -0.607 1.279
C -2.811 -0.778 2.793
C -4.022 -0.714 0.616
C -0.533 0.961 1.318
C 0.063 2.194 0.868
C -0.557 2.942 -0.110
C 1.331 2.758 1.481
C 2.295 3.303 0.421
C 0.987 3.875 2.474
C 0.021 0.393 2.600
C -0.372 1.004 3.792
C 0.104 0.563 5.011
C 0.990 -0.508 5.062
C 1.394 -1.118 3.890
C 0.924 -0.669 2.651
P 1.359 -1.451 1.067
C 3.206 -1.262 0.771
C 4.033 -1.504 2.039
C 3.681 -2.185 -0.360
C 3.465 0.176 0.322
C 0.899 -3.264 1.170
C 1.912 -4.110 1.954
C -0.454 -3.409 1.874
C 0.755 -3.811 -0.256
H -4.102 4.726 -1.987
H -3.150 4.978 -0.519
H -4.293 3.633 -0.611
H -2.918 2.576 -2.395
H -1.086 4.998 -2.053
H -2.012 4.545 -3.476
H -0.660 3.530 -2.954
H -3.374 1.174 -0.551
H -2.075 -1.445 0.886
H -3.207 0.131 3.254
H -1.890 -1.044 3.304
H -3.527 -1.579 2.980
H -4.676 0.114 0.902
H -4.499 -1.635 0.951
H -3.939 -0.759 -0.469
H -0.059 3.822 -0.490
H 1.828 1.965 2.041
H 1.966 4.278 0.058
H 2.380 2.639 -0.439
H 3.287 3.441 0.855
H 0.442 4.674 1.967
H 1.903 4.299 2.888
H 0.375 3.519 3.302
H -1.085 1.818 3.749
H -0.221 1.044 5.925
H 1.362 -0.865 6.013
H 2.084 -1.947 3.941
H 3.891 -2.493 2.471
H 3.824 -0.754 2.802
H 5.088 -1.413 1.769
H 3.668 -3.237 -0.089
H 4.718 -1.918 -0.582
H 3.097 -2.041 -1.267
H 3.147 0.895 1.074
H 2.974 0.402 -0.625
H 4.541 0.301 0.179
H 1.994 -3.808 3.000
H 2.903 -4.117 1.510
H 1.546 -5.139 1.946
H -0.459 -2.980 2.877
H -0.668 -4.477 1.962
H -1.260 -2.974 1.290
H 1.694 -3.814 -0.803
H 0.022 -3.262 -0.849
H 0.407 -4.844 -0.184
O 2.207 0.419 -3.596
S 0.954 -0.002 -3.040
O 0.209 1.042 -2.305
O 1.124 -1.142 -2.063
C -0.069 -0.558 -4.383
C 0.416 -0.219 -5.641
C -0.313 -0.516 -6.781
C -1.537 -1.149 -6.660
C -2.021 -1.490 -5.406
C -1.303 -1.211 -4.251
S -2.054 -1.839 -2.734
O -3.467 -1.914 -3.030
O -1.393 -3.107 -2.510
O -1.757 -0.834 -1.698
H 1.370 0.281 -5.714
H 0.078 -0.248 -7.753
H -2.122 -1.383 -7.540
H -2.978 -1.981 -5.298
```

---

No. 3
ORCA calculation (wB97M-V/def2-TZVPD) on 5 unconnected molecules or ions with the total composition C35H50BF3INO19 at a distorted geometry.

Computed properties:
LUMO energy	0.0	eV
HOMO	-8.9	eV
net charge	0
gap between HOMO and LUMO	8.87	eV

XYZ file:
```
110
C35H50BF3INO19 wB97M-V/def2-TZVPD
C 6.027 -2.975 -0.051
C 6.003 -2.097 -1.293
C 7.200 -1.433 -1.600
C 7.365 -0.627 -2.703
C 6.277 -0.465 -3.571
C 5.099 -1.105 -3.271
C 4.912 -1.926 -2.149
C 3.579 -2.634 -1.901
N 2.511 -1.699 -1.339
C 3.180 -1.153 -0.065
O 3.624 -0.010 0.016
O 3.280 -2.011 0.819
C 1.899 -0.825 -2.365
C 2.328 0.634 -2.560
C 1.619 1.673 -1.655
O 1.107 1.139 -0.436
C 0.816 2.185 0.457
C 1.804 2.097 1.642
F 3.087 2.369 1.311
F 1.722 0.890 2.203
F 1.481 3.024 2.585
O 0.477 -0.837 -2.434
C 0.062 -1.967 -1.671
C -0.809 -1.489 -0.463
C -2.051 -0.678 -0.912
C -3.235 -1.674 -1.185
I -2.705 0.596 0.732
C 1.342 -2.602 -0.977
O 1.371 -3.927 -1.494
B 1.226 -4.933 -0.537
O 1.996 -5.022 0.587
O 0.280 -5.922 -0.774
H 6.861 -3.691 -0.176
H 5.129 -3.574 0.112
H 6.294 -2.381 0.834
H 8.051 -1.556 -0.923
H 8.304 -0.135 -2.949
H 6.323 0.130 -4.481
H 4.241 -0.972 -3.937
H 3.277 -3.052 -2.869
H 3.783 -3.457 -1.219
H 2.155 -1.286 -3.339
H 2.059 0.901 -3.594
H 3.404 0.811 -2.477
H 2.377 2.428 -1.364
H 0.849 2.249 -2.202
H 0.930 3.183 0.002
H -0.207 2.133 0.853
H -0.580 -2.696 -2.183
H -0.203 -0.893 0.236
H -1.157 -2.364 0.118
H -1.766 -0.089 -1.789
H -3.738 -1.364 -2.107
H -3.921 -1.662 -0.331
H -2.811 -2.687 -1.243
H 1.038 -2.624 0.069
H 1.478 -5.553 1.208
H -0.479 -5.561 -1.246
C -4.864 5.693 1.610
C -5.817 5.049 0.630
C -6.260 3.663 1.010
O -6.604 3.105 -0.264
C -5.822 3.734 -1.186
O -5.708 3.392 -2.317
O -5.185 4.804 -0.634
H -4.433 6.601 1.184
H -5.372 5.949 2.534
H -4.030 5.029 1.846
H -6.673 5.709 0.452
H -7.110 3.661 1.679
H -5.462 3.056 1.442
C 5.573 6.853 0.110
C 4.623 6.284 -0.915
C 4.163 4.879 -0.632
O 3.825 4.411 -1.936
C 4.606 5.093 -2.819
O 4.716 4.822 -3.968
O 5.254 6.118 -2.195
H 6.012 7.783 -0.252
H 5.053 7.050 1.048
H 6.398 6.167 0.305
H 3.775 6.962 -1.055
H 3.303 4.837 0.034
H 4.954 4.237 -0.237
C -9.131 5.151 6.304
C -7.822 4.698 5.706
C -7.405 5.450 4.471
O -6.552 4.497 3.817
C -7.005 3.259 4.192
O -6.656 2.241 3.697
O -7.908 3.358 5.201
H -9.465 4.447 7.067
H -9.027 6.137 6.758
H -9.916 5.195 5.548
H -7.037 4.715 6.468
H -6.864 6.367 4.697
H -8.237 5.678 3.800
C -0.953 -9.053 1.198
C -0.877 -10.174 0.192
C 0.184 -9.997 -0.861
O -0.335 -10.794 -1.933
C -1.691 -10.781 -1.810
O -2.444 -11.181 -2.633
O -2.062 -10.242 -0.615
H -1.855 -9.144 1.804
H -0.085 -9.065 1.857
H -1.002 -8.082 0.701
H -0.772 -11.134 0.708
H 1.162 -10.356 -0.546
H 0.274 -8.966 -1.213
```

---

no.,E_tot (eV)
1,-174136.0147
2,-83815.9714
3,-94431.1548